Entry 1:
The following is a DFT calculation (ωB97M-V/def2-TZVPD) of a single C5H8OS2 molecule at a distorted geometry.

Last column: Mulliken charge in e.
Atoms and positions in Å:
1 H -0.621 0.417 -1.801  0.357
2 C 1.374 1.171 -0.298  -0.748
3 C 0.122 -1.192 1.051  -0.629
4 H -0.757 -1.748 1.479  0.271
5 C -0.081 1.025 0.183  -0.084
6 H -0.568 2.031 0.316  0.400
7 S 1.882 -0.524 -0.829  -0.177
8 S -2.582 -0.142 -0.620  -0.208
9 H 1.070 -1.525 1.459  0.363
10 H -0.074 -2.059 -1.014  0.418
11 H -2.652 0.115 0.673  0.126
12 C -0.757 0.034 -0.817  -0.456
13 O 0.005 0.242 1.377  -0.443
14 C 0.185 -1.156 -0.475  0.031
15 H 2.043 1.528 0.490  0.372
16 H 1.410 1.784 -1.173  0.406

spin multiplicity = 1
largest force on an atom = 1.416 eV/A
HOMO-LUMO gap = 0.351 hartree
HOMO = -8.77 eV
lowest unoccupied orbital energy = 0.0281 Ha



Entry 2:
The following is a DFT calculation (ωB97M-V/def2-TZVPD) of a gas-phase ion, C21H34NO2 (charge +1).

Last column: Mulliken charge in e.
Atoms and positions in Å:
1 C -3.331 0.737 0.708  -0.322
2 C 2.000 -2.479 1.211  0.049
3 O -1.601 1.485 2.255  -0.408
4 N 2.545 -0.229 -0.611  1.660
5 C 1.306 -2.309 -0.144  -0.402
6 C 2.467 -1.102 1.694  -0.515
7 H 3.576 -3.611 2.151  0.416
8 H 3.923 -3.221 0.472  0.306
9 H 1.643 0.254 -0.345  -0.703
10 H 4.215 -0.968 0.423  0.440
11 C -1.349 0.268 -1.152  -0.062
12 H 0.014 2.802 1.369  0.809
13 H 1.646 3.259 -2.553  0.501
14 H 1.341 4.143 -0.292  0.453
15 C 3.134 -3.500 1.164  -1.699
16 C 3.312 -0.394 0.644  -0.783
17 C -5.097 -0.109 -0.860  -1.371
18 C -5.729 -2.478 -1.328  -0.805
19 H 1.682 2.254 1.194  0.254
20 C 1.617 2.547 -1.728  -0.282
21 H -4.116 0.912 1.426  0.480
22 H -0.147 3.458 -0.943  0.386
23 C 2.178 -1.560 -1.144  -0.899
24 C -2.665 -0.017 -1.464  -0.892
25 C 3.050 2.103 -1.383  -0.815
26 H 3.760 2.627 -2.023  0.413
27 H 2.749 -4.470 0.860  0.424
28 H -5.287 0.027 -1.925  0.418
29 H 4.334 0.364 -1.542  0.374
30 H -3.086 0.776 3.521  0.391
31 C -1.013 0.787 0.087  -0.017
32 H -2.910 -0.425 -2.431  0.429
33 H -0.573 0.082 -1.880  0.281
34 H -5.916 -3.490 -1.012  0.272
35 H -5.233 -1.765 0.572  0.304
36 H 1.058 -3.285 -0.561  0.531
37 H 3.297 2.376 -0.358  0.378
38 H 2.922 0.342 -2.601  0.400
39 C -2.565 1.702 3.263  -1.033
40 C 0.852 3.212 -0.579  -1.084
41 H 1.257 -2.850 1.922  0.507
42 O 0.335 1.003 0.389  -0.625
43 H 3.054 -1.205 2.606  0.532
44 H -2.007 2.056 4.128  0.261
45 C 3.271 0.607 -1.601  -0.639
46 C -5.368 -1.538 -0.477  0.071
47 C -2.013 1.012 1.047  0.426
48 C -3.669 0.230 -0.540  0.204
49 H -5.768 0.544 -0.297  0.385
50 H 1.038 1.692 -2.081  0.048
51 H 1.631 -1.426 -2.080  0.492
52 H 3.094 -2.114 -1.359  0.503
53 H 0.373 -1.760 -0.005  0.043
54 C 0.723 2.347 0.677  -0.663
55 H 3.613 0.590 1.006  0.494
56 H -3.291 2.464 2.964  0.391
57 H -5.869 -2.273 -2.376  0.249
58 H 1.595 -0.487 1.924  0.043

spin multiplicity = 1
largest force on an atom = 0.866 eV/A
HOMO-LUMO gap = 0.338 hartree
total charge = +1
HOMO = -11.11 eV
lowest unoccupied orbital energy = -0.0705 Ha



Entry 3:
The following is a DFT calculation (ωB97M-V/def2-TZVPD) of a single C4H10OS2 molecule.

Last column: Mulliken charge in e.
Atoms and positions in Å:
1 C -1.437 -1.536 -0.958  -0.422
2 H 3.656 2.076 0.316  0.316
3 H 0.595 -1.158 -0.527  0.307
4 C -0.570 0.048 0.792  -0.702
5 O -2.620 -1.855 -0.229  -0.529
6 C 2.588 2.267 0.416  -0.788
7 H -0.269 -2.086 0.728  0.349
8 H -3.352 -1.938 -0.856  0.300
9 H -1.628 0.087 1.041  0.378
10 H -1.623 -0.669 -1.609  0.306
11 H 2.445 3.327 0.260  0.291
12 H -0.027 0.084 1.739  0.321
13 H 2.300 2.038 1.434  0.257
14 C -0.334 -1.252 0.027  -0.547
15 S -0.262 1.580 -0.120  -0.091
16 H -1.138 -2.330 -1.644  0.340
17 S 1.675 1.317 -0.810  -0.084

spin multiplicity = 1
largest force on an atom = 0.644 eV/A
HOMO-LUMO gap = 0.352 hartree
HOMO = -8.82 eV
lowest unoccupied orbital energy = 0.0279 Ha



Entry 4:
The following is a DFT calculation (ωB97M-V/def2-TZVPD) of a single C5H7NO molecule at a distorted geometry.

Last column: Mulliken charge in e.
Atoms and positions in Å:
1 N 2.480 -1.061 -0.946  -0.438
2 H -0.838 -0.603 2.063  0.355
3 H -0.024 0.593 -2.263  0.347
4 H -0.420 -1.970 1.002  0.322
5 C -0.399 0.837 -0.184  0.396
6 C -0.030 -1.077 1.501  -1.136
7 C 0.584 -0.020 0.567  0.663
8 H -1.488 -0.196 -1.684  0.305
9 C -0.874 0.702 -1.582  -1.130
10 H 0.734 -1.398 2.215  0.308
11 O -0.733 1.780 0.527  -0.563
12 C 1.663 -0.591 -0.268  0.025
13 H -1.449 1.596 -1.828  0.323
14 H 0.549 0.993 1.219  0.224

spin multiplicity = 1
largest force on an atom = 3.659 eV/A
HOMO-LUMO gap = 0.409 hartree
HOMO = -10.57 eV
lowest unoccupied orbital energy = 0.0208 Ha



Entry 5:
The following is a DFT calculation (ωB97M-V/def2-TZVPD) of a molecular structure, H12HfO7 at a distorted geometry.

Last column: Mulliken charge in e.
Atoms and positions in Å:
1 H 3.454 2.111 -1.626  0.355
2 O 2.828 1.409 -1.872  -0.592
3 H 0.055 0.833 2.364  0.349
4 H 1.770 -1.616 1.071  0.323
5 H -3.256 2.727 -0.181  0.375
6 O -2.776 1.987 0.254  -0.657
7 H -1.083 -1.631 2.345  0.394
8 O -1.111 -1.409 1.401  -0.444
9 H 1.780 -0.443 0.225  0.260
10 O -0.932 0.129 -1.043  -0.655
11 Hf -2.036 0.206 0.585  1.844
12 O -0.569 -2.457 -1.421  -0.619
13 H 0.016 1.847 1.206  0.372
14 O -0.490 1.147 1.687  -0.406
15 H -0.475 -1.489 -1.466  0.336
16 H 1.948 1.725 -1.575  0.249
17 H -0.371 -1.816 0.950  0.390
18 H -0.392 0.705 -1.646  0.314
19 O 1.297 -1.241 0.312  -0.543
20 H 0.343 -2.723 -1.569  0.355

spin multiplicity = 1
largest force on an atom = 6.443 eV/A
HOMO-LUMO gap = 0.290 hartree
total charge = +2
HOMO = -17.63 eV
lowest unoccupied orbital energy = -0.3582 Ha



Entry 6:
The following is a DFT calculation (ωB97M-V/def2-TZVPD) of a molecular structure, C32H35Cl5CoFN2O3Sb at a distorted geometry.

Last column: Mulliken spin population.
Atoms and positions in Å:
1 H 0.097 1.500 3.082  0.089
2 H -4.611 -3.138 -0.412  0.002
3 H 0.952 3.760 3.784  -0.002
4 N 0.852 2.561 1.478  0.021
5 H -2.186 -2.690 -0.610  0.009
6 C 4.224 2.705 -0.833  -0.078
7 Cl 2.231 -2.946 -3.899  0.000
8 H 1.818 0.128 2.492  0.006
9 H 1.249 -3.677 2.325  0.003
10 C -2.096 -2.531 -4.010  -0.002
11 H 0.119 -2.753 6.144  -0.006
12 C 4.396 1.929 -1.969  0.125
13 C 1.206 -3.117 1.386  0.029
14 C 2.508 0.447 -5.991  0.004
15 Cl 3.967 -1.812 -6.208  0.000
16 H 0.140 -0.260 6.339  0.002
17 H 2.968 3.155 0.824  0.028
18 H 3.562 0.359 -3.170  -0.008
19 C 1.475 1.195 -5.432  -0.010
20 H 1.005 -2.770 4.617  0.001
21 Sb -1.124 -1.353 2.453  0.371
22 H -3.546 1.640 2.382  0.001
23 H -0.573 -3.540 4.709  -0.005
24 C -2.633 1.949 2.897  0.024
25 Cl 3.503 1.099 -7.249  0.000
26 H -5.465 0.767 -1.900  0.000
27 H -0.709 3.463 4.325  0.000
28 H -3.043 1.245 -2.048  -0.002
29 C -0.145 2.406 2.520  -0.083
30 H 1.125 -0.133 4.878  0.000
31 C 3.417 1.007 -2.315  -0.058
32 Co -0.505 -0.354 -1.500  0.021
33 C -5.146 -1.210 -1.160  0.000
34 C -1.510 2.172 1.894  -0.115
35 H -1.668 -1.359 5.063  0.009
36 H 2.177 -3.219 0.885  0.001
37 H -1.735 -3.351 -3.389  0.000
38 C 2.023 -0.934 2.338  0.001
39 H -0.383 0.768 5.001  -0.013
40 C -0.228 -1.298 -3.163  -0.028
41 H -2.379 -2.903 -4.997  0.000
42 O -0.118 -2.106 -2.158  -0.006
43 C 2.018 1.695 -0.433  -0.093
44 C -2.388 -0.684 -1.349  0.001
45 C -0.076 3.606 3.449  0.002
46 H 5.292 2.017 -2.574  0.014
47 H 4.991 3.405 -0.518  -0.004
48 C 0.006 -2.681 5.051  0.030
49 C 2.242 0.857 -1.568  0.123
50 H -0.410 4.512 2.932  0.001
51 C 3.065 2.575 -0.082  0.158
52 C -1.360 1.032 0.925  0.188
53 Cl -0.579 1.649 -3.756  0.001
54 C 0.096 -0.182 5.242  0.005
55 C -4.730 0.021 -1.618  0.002
56 H -2.369 1.154 3.598  -0.006
57 H -2.850 2.860 3.461  0.005
58 H 2.943 -1.000 1.743  0.002
59 O 1.388 -0.072 -1.905  0.034
60 C -2.888 -1.913 -0.893  0.003
61 C 0.882 -1.643 1.618  0.035
62 F -6.492 -1.466 -1.069  0.000
63 H -1.750 3.079 1.311  -0.008
64 H -2.274 0.588 0.568  -0.036
65 H 2.231 -1.388 3.313  -0.006
66 C -3.360 0.266 -1.696  -0.003
67 C -4.249 -2.187 -0.785  -0.003
68 O -1.078 -1.574 -4.232  -0.003
69 H 0.455 -3.587 0.748  -0.006
70 H -2.962 -2.080 -3.524  0.000
71 C 0.810 1.673 0.358  0.311
72 H 0.772 -1.179 0.635  -0.061
73 C 1.947 -1.331 -4.463  0.003
74 C 2.723 -0.834 -5.500  -0.004
75 N -0.308 0.963 0.081  -0.059
76 C 0.959 -0.570 -3.809  -0.001
77 H 0.891 3.525 1.159  0.003
78 Cl 1.156 2.781 -6.056  0.000
79 C 0.699 0.680 -4.410  0.011
80 C -0.655 -1.366 4.642  0.026

spin multiplicity = 2
largest force on an atom = 1.903 eV/A
HOMO-LUMO gap (spin up / spin down) = 0.140 / 0.177 hartree
total charge = -2
HOMO (spin up / spin down) = 0.25 / -0.75 eV
expectation value of S² = 0.818
lowest unoccupied orbital energy (spin up / spin down) = 0.1492 / 0.1492 Ha